The following is a quantum chemistry calculation of a 6-piece molecular cluster, C36H47BClN10O2 overall at a distorted geometry, from OMol25.

Results
**Net charge**: +1
**2S+1**: 1
**Orbital gap**: 6.862 eV
**E_HOMO**: -0.40178 Ha
**LUMO energy**: -4.07 eV

Last column: Löwdin charge in e.
Geometry (Å):
1 N 2.874 -2.709 1.789  0.073
2 C 3.163 -2.148 0.545  -0.375
3 N 4.064 -2.876 -0.474  0.058
4 N 2.531 -0.799 0.191  -0.052
5 C 3.456 0.357 0.533  -0.225
6 C 3.112 1.747 -0.266  -0.181
7 C 1.528 2.206 -0.082  -0.182
8 C 0.647 1.702 -1.373  -0.129
9 C -0.660 0.798 -0.972  -0.041
10 N -1.291 0.441 0.356  0.132
11 C -2.511 -0.450 0.038  0.016
12 B -3.523 -1.145 1.171  -0.364
13 O -2.905 -1.481 2.473  0.017
14 O -4.952 -1.457 0.925  0.042
15 N -2.715 -0.693 -1.441  0.141
16 C -1.584 0.060 -2.108  -0.081
17 C -1.343 0.063 -3.735  -0.116
18 C -0.095 -1.016 -4.004  -0.221
19 C -0.018 -2.155 -2.782  -0.536
20 Cl 1.059 -3.564 -3.434  0.433
21 H 2.224 -2.042 2.298  0.039
22 H 3.668 -3.856 -0.556  0.090
23 H 3.790 -2.420 -1.394  0.073
24 H 1.599 -0.708 0.663  0.085
25 H 3.406 0.585 1.688  0.112
26 H 4.558 0.015 0.291  0.140
27 H 3.415 1.592 -1.406  0.121
28 H 3.781 2.648 0.139  0.127
29 H 1.392 3.356 0.099  0.122
30 H 1.097 1.652 0.867  0.095
31 H 0.342 2.582 -2.116  0.125
32 H 1.367 0.999 -2.015  0.114
33 H -0.928 0.735 1.305  0.169
34 H -2.299 -2.280 2.410  0.137
35 H -5.013 -2.471 0.906  0.122
36 H -3.423 -1.237 -1.982  0.177
37 H -1.043 1.133 -4.131  0.096
38 H -2.318 -0.279 -4.331  0.127
39 H 0.891 -0.375 -3.883  0.112
40 H -0.170 -1.531 -5.053  0.109
41 H 0.524 -1.745 -1.817  0.070
42 H -1.064 -2.652 -2.562  0.083
43 N -4.688 -3.774 3.028  0.047
44 C -5.074 -2.722 3.781  -0.148
45 C -5.781 -2.841 4.967  -0.053
46 C -6.119 -4.116 5.406  -0.066
47 C -5.738 -5.220 4.651  -0.067
48 C -5.028 -5.000 3.481  -0.139
49 H -4.789 -1.747 3.395  0.080
50 H -6.063 -1.960 5.533  0.108
51 H -6.675 -4.249 6.330  0.111
52 H -5.986 -6.228 4.965  0.106
53 H -4.705 -5.830 2.858  0.104
54 N -0.824 3.376 -5.239  0.037
55 C -0.335 4.524 -4.721  -0.154
56 C -0.357 5.740 -5.385  -0.069
57 C -0.912 5.784 -6.660  -0.066
58 C -1.422 4.618 -7.221  -0.063
59 C -1.358 3.450 -6.477  -0.143
60 H 0.090 4.438 -3.725  0.086
61 H 0.048 6.632 -4.919  0.106
62 H -0.946 6.719 -7.212  0.111
63 H -1.860 4.619 -8.212  0.108
64 H -1.746 2.515 -6.870  0.099
65 N 4.257 -0.353 4.142  0.043
66 C 4.376 0.192 5.373  -0.151
67 C 5.363 -0.160 6.279  -0.069
68 C 6.283 -1.135 5.905  -0.075
69 C 6.185 -1.716 4.645  -0.069
70 C 5.165 -1.295 3.807  -0.161
71 H 3.633 0.945 5.619  0.070
72 H 5.413 0.313 7.253  0.104
73 H 7.070 -1.438 6.590  0.107
74 H 6.885 -2.478 4.324  0.104
75 H 5.049 -1.716 2.812  0.075
76 N 2.596 2.649 7.356  0.050
77 C 1.716 3.027 8.309  -0.146
78 C 1.281 4.331 8.484  -0.074
79 C 1.780 5.311 7.632  -0.078
80 C 2.689 4.953 6.641  -0.076
81 C 3.061 3.623 6.543  -0.157
82 H 1.359 2.227 8.951  0.103
83 H 0.571 4.576 9.265  0.103
84 H 1.463 6.344 7.739  0.107
85 H 3.096 5.693 5.962  0.102
86 H 3.765 3.293 5.783  0.093
87 N -3.155 -0.949 -7.504  0.042
88 C -3.914 -2.050 -7.306  -0.160
89 C -3.543 -3.323 -7.707  -0.075
90 C -2.322 -3.480 -8.355  -0.073
91 C -1.520 -2.365 -8.575  -0.074
92 C -1.975 -1.133 -8.133  -0.163
93 H -4.858 -1.875 -6.799  0.099
94 H -4.190 -4.172 -7.519  0.104
95 H -1.998 -4.463 -8.685  0.109
96 H -0.563 -2.454 -9.077  0.105
97 H -1.383 -0.233 -8.278  0.097


The following is a quantum chemistry calculation of C31H37ClN9O6STi as an isolated structure at a distorted geometry, from OMol25.

Results
**Net charge**: -1
**2S+1**: 1
**Orbital gap (alpha / beta)**: 5.263 / 5.255 eV
**ΔE to the lowest compared entry with this formula, charge and spin**: 31.1 kJ/mol
**E_HOMO (alpha / beta)**: -0.11103 / -0.11072 Ha
**LUMO energy (alpha / beta)**: 2.24 / 2.24 eV

Last column: Löwdin charge in e.
Geometry (Å):
1 Ti -0.467 0.481 0.156  0.917
2 C 1.713 -5.095 1.605  -0.100
3 C 1.712 -3.917 2.574  -0.313
4 N 0.462 -3.178 2.594  -0.049
5 C 0.138 -2.314 1.544  -0.812
6 S 1.374 -1.470 0.669  0.695
7 N -1.135 -2.203 1.318  0.005
8 N -1.428 -1.221 0.373  -0.151
9 C -2.603 -1.371 -0.316  -0.295
10 C -3.549 -2.511 -0.083  -0.041
11 C -2.815 -0.392 -1.259  -0.276
12 C -4.079 -0.171 -1.900  -0.036
13 C -4.233 0.871 -2.741  -0.097
14 C -3.114 1.752 -2.971  -0.096
15 C -1.952 1.530 -2.330  -0.149
16 N -1.738 0.466 -1.470  -0.043
17 H 2.673 -5.619 1.618  0.065
18 H 0.930 -5.814 1.862  0.066
19 H 1.530 -4.742 0.588  0.058
20 H 1.926 -4.255 3.591  0.101
21 H 2.492 -3.211 2.294  0.062
22 H -0.354 -3.715 2.859  0.115
23 H -3.106 -3.224 0.607  0.054
24 H -4.494 -2.171 0.354  0.078
25 H -3.785 -3.029 -1.016  0.063
26 H -4.906 -0.830 -1.670  0.105
27 H -5.189 1.063 -3.212  0.091
28 H -3.196 2.600 -3.639  0.089
29 H -1.101 2.186 -2.472  0.100
30 C 3.989 3.189 -1.389  -0.040
31 N 3.743 2.400 -0.190  -0.127
32 C 4.794 1.514 0.275  -0.034
33 C 2.665 2.545 0.624  -0.421
34 O 2.604 2.001 1.719  0.070
35 C 1.531 3.441 0.161  -0.110
36 O 0.303 3.061 0.729  -0.134
37 C 0.201 3.154 2.139  -0.110
38 C 0.096 1.778 2.770  -0.394
39 O 0.000 0.773 2.049  -0.130
40 N 0.089 1.662 4.090  -0.091
41 C -0.244 0.364 4.692  0.008
42 C -0.055 2.819 4.974  -0.027
43 H 4.604 4.070 -1.177  0.091
44 H 3.067 3.500 -1.861  0.070
45 H 4.515 2.571 -2.116  0.087
46 H 5.454 1.999 1.001  0.091
47 H 5.384 1.208 -0.588  0.083
48 H 4.352 0.643 0.751  0.088
49 H 1.361 3.378 -0.908  0.105
50 H 1.779 4.478 0.428  0.148
51 H -0.717 3.698 2.384  0.144
52 H 1.050 3.676 2.569  0.126
53 H 0.006 -0.440 4.008  0.083
54 H -1.309 0.335 4.928  0.097
55 H 0.333 0.256 5.609  0.089
56 H 0.492 3.675 4.591  0.083
57 H 0.373 2.562 5.941  0.090
58 H -1.107 3.073 5.112  0.058
59 N -2.149 1.610 0.847  0.153
60 C -3.041 1.781 1.565  -0.112
61 C -4.107 2.030 2.429  -0.260
62 C -5.462 1.922 1.996  -0.249
63 N -6.558 1.835 1.646  0.108
64 C -3.780 2.394 3.765  -0.240
65 N -3.456 2.706 4.831  0.111
66 C 2.260 -3.337 -3.044  -0.028
67 C 1.014 -2.686 -3.582  -0.187
68 C -0.183 -3.390 -3.662  -0.063
69 C -1.338 -2.764 -4.092  -0.648
70 Cl -2.829 -3.683 -4.163  0.631
71 C -1.343 -1.431 -4.454  -0.097
72 C -0.152 -0.724 -4.388  0.012
73 C 1.005 -1.348 -3.963  -0.238
74 O 2.179 -0.615 -3.890  -0.048
75 C 2.374 -0.095 -2.580  -0.090
76 C 1.488 1.100 -2.231  -0.571
77 O 1.356 2.059 -2.963  0.065
78 O 0.901 0.950 -1.079  -0.211
79 H 2.254 -4.408 -3.248  0.078
80 H 2.327 -3.203 -1.961  0.065
81 H 3.154 -2.898 -3.485  0.082
82 H -0.216 -4.433 -3.371  0.111
83 H -2.259 -0.943 -4.756  0.105
84 H -0.117 0.326 -4.654  0.126
85 H 3.411 0.246 -2.524  0.130
86 H 2.213 -0.878 -1.837  0.066


The following is a quantum chemistry calculation of one molecule with the formula C8H13NO at a distorted geometry, from OMol25.

Results
**2S+1**: 1
**Orbital gap (alpha / beta)**: 7.696 / 6.749 eV
**ΔE to the lowest compared entry with this formula, charge and spin**: 497.7 kJ/mol
**E_HOMO (alpha / beta)**: -0.25844 / -0.24228 Ha
**LUMO energy (alpha / beta)**: 0.66 / 0.16 eV

Last column: Löwdin charge in e.
Geometry (Å):
1 C -0.652 1.591 -0.838  -0.286
2 C -0.615 0.908 3.232  0.013
3 C -0.888 0.164 2.126  -0.204
4 C -0.483 -1.307 0.101  -0.107
5 C -0.046 -0.752 -1.340  -0.095
6 C -0.020 -0.328 1.171  -0.298
7 C 1.491 -0.026 1.263  -0.082
8 C -0.629 0.941 -3.189  0.001
9 N -0.497 0.657 -1.702  -0.119
10 O -1.096 2.679 -0.599  0.083
11 H -1.335 1.279 3.880  0.014
12 H 0.320 1.372 3.617  0.065
13 H -1.935 0.076 1.903  0.103
14 H -1.545 -1.363 0.059  0.104
15 H 0.036 -2.181 0.120  0.076
16 H 1.035 -0.531 -1.378  0.118
17 H -0.437 -1.444 -2.033  0.097
18 H 1.748 1.139 1.235  0.119
19 H 2.245 -0.589 0.730  0.046
20 H 1.774 -0.360 2.391  0.114
21 H 0.210 0.769 -3.886  0.102
22 H -1.619 0.546 -3.402  0.093
23 H -0.838 1.943 -3.182  0.041


The following is a quantum chemistry calculation of C32H43N3OSc as an isolated structure at a distorted geometry, from OMol25.

Results
**Net charge**: -1
**2S+1**: 1
**Orbital gap**: 4.176 eV
**ΔE to the lowest compared entry with this formula, charge and spin**: 101.8 kJ/mol
**E_HOMO**: -0.06946 Ha
**LUMO energy**: 2.29 eV

Last column: Löwdin charge in e.
Geometry (Å):
1 Sc 0.046 -0.242 0.389  1.070
2 N 1.035 -3.208 4.598  0.036
3 N -0.459 -2.281 -1.345  -0.012
4 C 1.038 1.821 0.214  -0.359
5 C 2.116 0.929 0.517  -0.344
6 C 2.193 0.809 1.969  -0.332
7 C 3.310 0.436 2.693  -0.049
8 H 4.093 -0.147 2.208  0.040
9 H 2.751 -1.588 3.631  0.022
10 H 3.294 0.547 3.779  0.037
11 C 0.942 1.333 2.486  -0.257
12 C 0.672 1.439 3.940  -0.060
13 H 1.360 2.126 4.463  0.088
14 H 0.791 0.458 4.423  0.083
15 H -0.348 1.795 4.136  0.060
16 C 0.275 2.014 1.435  -0.290
17 C -0.776 3.049 1.640  -0.036
18 H -1.676 2.652 2.133  0.054
19 H -1.074 3.497 0.686  0.070
20 H -0.368 3.850 2.279  0.094
21 C 3.263 0.583 -0.358  -0.064
22 H 4.057 1.341 -0.255  0.086
23 H 2.975 0.533 -1.417  0.049
24 H 3.694 -0.389 -0.084  0.077
25 C 0.897 2.610 -1.043  -0.051
26 H -0.142 2.903 -1.243  0.064
27 H 1.263 2.060 -1.920  0.069
28 H 1.505 3.524 -0.937  0.089
29 C 0.057 -3.972 5.042  -0.227
30 H 0.016 -4.189 6.125  0.085
31 C -0.940 -4.487 4.191  -0.184
32 H -1.749 -5.037 4.653  0.049
33 C -0.871 -4.276 2.808  -0.167
34 H -1.682 -4.619 2.156  0.084
35 C 0.185 -3.516 2.307  -0.096
36 H 0.230 -3.227 1.241  0.072
37 C 1.174 -3.002 3.244  -0.431
38 C 2.231 -2.186 2.871  -0.056
39 H 2.464 -2.130 1.816  0.015
40 C -0.516 -0.977 -1.722  -0.287
41 C 0.341 -2.979 -2.249  -0.144
42 H 0.567 -4.042 -2.148  0.098
43 C 0.622 -2.151 -3.291  -0.090
44 H 1.096 -2.388 -4.220  0.093
45 N 0.047 -0.921 -3.005  -0.030
46 C 0.068 0.242 -3.815  -0.123
47 C 1.173 0.610 -4.612  -0.195
48 C 1.086 1.790 -5.369  -0.012
49 H 1.935 2.073 -6.002  0.113
50 C -0.035 2.627 -5.322  -0.269
51 C -0.176 3.852 -6.205  -0.063
52 H -0.688 4.665 -5.664  0.076
53 H -0.776 3.637 -7.109  0.080
54 H 0.806 4.223 -6.539  0.073
55 C -1.042 2.309 -4.408  -0.013
56 H -1.871 3.005 -4.257  0.119
57 C -1.015 1.122 -3.679  -0.205
58 C -2.072 0.836 -2.685  -0.080
59 H -2.391 -0.210 -2.664  0.086
60 H -2.953 1.442 -2.907  0.080
61 H -1.745 1.132 -1.678  0.061
62 C 2.473 -0.116 -4.590  -0.047
63 H 2.402 -1.146 -4.945  0.062
64 H 2.923 -0.128 -3.589  0.082
65 H 3.163 0.403 -5.266  0.077
66 C -3.571 -1.843 1.220  -0.049
67 C -2.683 -0.705 0.766  -0.225
68 O -1.525 -0.605 1.646  -0.287
69 C -1.797 -0.678 3.084  -0.182
70 C -2.759 0.393 3.509  -0.055
71 H -3.004 -2.767 1.370  0.082
72 H -4.319 -2.034 0.451  0.085
73 H -4.099 -1.584 2.141  0.075
74 H -2.294 -0.873 -0.252  0.073
75 H -3.199 0.263 0.798  0.125
76 H -2.185 -1.681 3.266  0.110
77 H -0.816 -0.593 3.560  0.113
78 H -3.671 0.391 2.903  0.071
79 H -3.042 0.207 4.550  0.096
80 H -2.301 1.384 3.456  0.048


The following is a quantum chemistry calculation of one molecule with the formula C13H8N2O5S2 at a distorted geometry, from OMol25.

Results
**2S+1**: 1
**Orbital gap**: 8.515 eV
**ΔE to the lowest compared entry with this formula, charge and spin**: 17.9 kJ/mol
**E_HOMO**: -0.33805 Ha
**SMILES**: O=C1c2ccccc2S(=O)(=O)N1Sc1ccccc1[N+](=O)[O-]
**LUMO energy**: -0.68 eV

Last column: Löwdin charge in e.
Geometry (Å):
1 O 1.277 2.997 0.659  0.060
2 O -2.488 -0.359 3.295  0.037
3 O -0.197 -1.442 -0.762  -0.286
4 O 0.516 -1.400 1.673  -0.306
5 O -2.474 -2.322 2.376  0.103
6 S -1.194 1.562 1.434  1.107
7 C 1.282 1.790 0.355  -0.511
8 C -3.467 0.429 -1.562  -0.073
9 C 4.809 0.636 -0.654  -0.052
10 C -3.898 -0.874 -1.235  0.002
11 C 4.494 -0.692 -0.855  -0.079
12 C -2.703 1.110 -0.706  -0.121
13 C 3.818 1.554 -0.220  0.049
14 C -3.671 -1.348 0.123  0.043
15 C 3.225 -1.077 -0.662  -0.055
16 C -2.316 0.598 0.506  -0.479
17 C 2.460 1.076 -0.085  -0.103
18 C -2.896 -0.560 1.001  -0.172
19 C 2.160 -0.307 -0.148  -0.187
20 N 0.160 1.038 0.502  -0.396
21 N -2.640 -1.133 2.321  -0.343
22 S 0.493 -0.692 0.317  0.827
23 H -3.759 0.918 -2.462  0.109
24 H 5.847 0.945 -0.666  0.110
25 H -4.551 -1.386 -1.926  0.101
26 H 5.179 -1.342 -1.391  0.123
27 H -2.365 2.027 -1.135  0.119
28 H 4.166 2.575 -0.069  0.121
29 H -4.157 -2.224 0.600  0.131
30 H 2.890 -2.097 -0.626  0.120


The following is a quantum chemistry calculation of C2H6O3 as an isolated structure at a distorted geometry, from OMol25.

Results
**2S+1**: 1
**Orbital gap**: 11.337 eV
**ΔE to the lowest compared entry with this formula, charge and spin**: 79.4 kJ/mol
**E_HOMO**: -0.39026 Ha
**LUMO energy**: 0.72 eV

Last column: Löwdin charge in e.
Geometry (Å):
1 H -0.425 -0.455 -1.452  0.030
2 O -1.637 -0.676 -1.603  0.008
3 O 0.572 -0.158 -0.989  0.057
4 H -1.710 -0.334 -0.617  0.059
5 H -2.206 0.063 -1.898  0.110
6 C 0.248 0.081 0.250  -0.584
7 O -0.964 0.191 0.556  0.011
8 C 1.303 0.198 1.238  0.006
9 H 1.626 1.268 1.176  0.113
10 H 1.015 0.244 2.293  0.094
11 H 2.178 -0.423 1.046  0.095


Here are the calculated calculated total energy numbers, same order: -2582.611805; -3855.770570; -442.439692; -2245.287254; -1782.085560; -305.522292 (Eh).